Record 1
{
  "formula": "C4H11N2O",
  "method": "ωB97M-V with the def2-TZVPD basis set",
  "elements": ["N", "C", "C", "C", "O", "C", "N", "H", "H", "H", "H", "H", "H", "H", "H", "H", "H", "H"],
  "positions_angstrom": [[-0.91423, -0.87914, -0.48335], [0.36496, -0.09986, -0.13028], [0.19217, 1.30416, -0.65254], [0.05726, 1.34827, -2.14690], [-0.16446, 0.34678, -2.78695], [0.72172, -0.24735, 1.41405], [-0.25719, -1.10046, 2.08755], [-0.70790, -1.87232, -0.47022], [-1.04186, -0.65425, -1.48538], [-1.67868, -0.75157, 0.16484], [0.99985, -0.71747, -0.76582], [-0.64066, 1.82372, -0.15946], [0.96993, 2.03637, -0.38779], [-0.03623, 2.31354, -2.67214], [1.65541, -0.80079, 1.30074], [0.90982, 0.69937, 1.89523], [-0.47999, -0.69913, 2.99814], [0.05007, -2.04987, 2.28031]],
  "mulliken_charge": [-0.338, -0.017, -0.994, 0.135, -0.528, -0.644, -0.569, 0.334, 0.315, 0.328, 0.556, 0.379, 0.424, 0.411, 0.270, 0.469, 0.240, 0.227],
  "relative_energy_kj_mol": 176.1,
  "smiles": "NC[C@@H]([NH3+])CC=O",
  "lumo_energy_ev": -3.29,
  "charge": 1
}

Record 2
{
  "formula": "C6H9BrClO2",
  "method": "ωB97M-V with the def2-TZVPD basis set",
  "elements": ["C", "C", "C", "C", "C", "C", "O", "O", "Cl", "Br", "H", "H", "H", "H", "H", "H", "H", "H", "H"],
  "positions_angstrom": [[1.97114, 1.69988, -0.46721], [-2.08969, -0.21506, 1.09624], [1.95819, -0.50120, -1.90629], [-0.66422, 0.17891, 0.86987], [0.31774, -0.93203, 1.02324], [2.26797, 0.10437, -0.62802], [2.34993, 2.29041, 0.51371], [1.64817, 2.08551, -1.62937], [-0.00304, -2.25926, 0.02217], [3.71229, -0.39603, 0.48662], [-2.87977, 0.56737, 1.01128], [-2.12520, -0.30977, 2.23973], [-2.32307, -1.15749, 0.65566], [1.23587, -1.33432, -1.82337], [2.80699, -0.87509, -2.53556], [1.65745, 0.37918, -2.55669], [-0.39479, 0.93758, 1.61209], [-0.48181, 0.54958, -0.18049], [0.57730, -1.17876, 2.11650]],
  "mulliken_charge": [0.610, -1.087, -0.761, -0.110, -0.332, 0.197, -0.692, -0.760, -0.226, -0.179, 0.322, 0.276, 0.324, 0.125, 0.318, 0.269, 0.250, 0.114, 0.340],
  "relative_energy_kj_mol": 252.2,
  "lumo_energy_ev": [3.16, 3.17],
  "charge": -1
}

Record 3
{
  "formula": "C2H5FOS",
  "method": "ωB97M-V with the def2-TZVPD basis set",
  "elements": ["C", "C", "H", "H", "H", "H", "H", "O", "F", "S"],
  "positions_angstrom": [[-0.26819, -0.09810, -0.28569], [0.03715, 1.19907, 0.33226], [1.85044, -1.48098, -0.83188], [-1.80938, -0.66776, 1.16682], [0.39468, -0.94466, 0.14548], [-0.16211, -0.03411, -1.43857], [-0.38947, 1.31291, 1.30333], [0.53328, 2.18434, -0.30141], [1.80257, -1.16350, 0.05567], [-1.98897, -0.30721, -0.14600]],
  "mulliken_charge": [-0.531, 0.205, 0.436, 0.128, 0.346, 0.200, 0.288, -0.513, -0.379, -0.179],
  "relative_energy_kj_mol": 117.1,
  "smiles": "O=CCS.F",
  "lumo_energy_ev": 0.31,
  "charge": 0
}

Record 4
{
  "formula": "C36H24AsCl2N7SSeV",
  "method": "ωB97M-V with the def2-TZVPD basis set",
  "elements": ["V", "S", "N", "C", "C", "C", "C", "C", "N", "C", "C", "N", "C", "C", "C", "C", "C", "N", "H", "H", "H", "H", "H", "H", "Se", "N", "C", "C", "C", "C", "N", "C", "N", "H", "H", "H", "C", "C", "C", "C", "C", "C", "As", "C", "C", "C", "C", "C", "C", "C", "C", "C", "C", "C", "C", "H", "H", "H", "H", "H", "H", "H", "H", "H", "H", "H", "H", "H", "Cl", "C", "Cl", "H", "H"],
  "positions_angstrom": [[0.40807, -0.21548, 0.24057], [-6.08341, -4.04538, 0.58778], [-5.46787, -2.95421, 1.59915], [-4.34171, -2.52049, 1.05078], [-3.45795, -1.52425, 1.62014], [-3.71292, -0.89616, 2.84315], [-2.81217, 0.03380, 3.30709], [-1.67839, 0.31277, 2.54775], [-1.42218, -0.26268, 1.37713], [-2.30818, -1.17443, 0.90859], [-2.00162, -1.81583, -0.37818], [-0.84937, -1.46180, -0.98732], [-0.55676, -2.01072, -2.16049], [-1.37377, -2.94526, -2.79002], [-2.53169, -3.34293, -2.16047], [-2.85691, -2.77719, -0.92531], [-4.05150, -3.12821, -0.18702], [-4.96059, -4.01550, -0.56555], [-4.60455, -1.15463, 3.39872], [-2.95836, 0.54659, 4.24630], [-0.95610, 1.03599, 2.90332], [0.37582, -1.70062, -2.61514], [-1.08459, -3.35071, -3.74836], [-3.19161, -4.07965, -2.59888], [-0.01907, 2.79266, -2.25955], [1.39472, 2.63847, -3.29705], [2.09193, 1.59427, -2.88771], [3.30991, 1.08718, -3.43757], [3.82558, -0.03182, -2.86586], [3.17737, -0.65755, -1.75163], [2.06704, -0.22728, -1.21123], [1.52873, 0.89359, -1.78774], [0.39969, 1.35228, -1.28287], [3.77823, 1.58552, -4.27509], [4.74014, -0.47634, -3.23084], [3.62714, -1.53848, -1.30580], [4.58287, 3.97475, -1.13782], [4.89278, 2.71090, -0.65112], [3.99971, 2.05296, 0.18105], [2.80270, 2.66598, 0.54836], [2.50204, 3.93663, 0.07342], [3.39151, 4.58401, -0.77634], [1.58514, 1.65760, 1.67115], [2.39686, 1.72936, 3.41450], [3.48786, 1.00709, 3.87263], [3.95219, 1.23368, 5.16125], [3.32168, 2.16672, 5.97450], [2.22749, 2.88400, 5.51620], [1.75612, 2.67335, 4.22620], [0.60075, 3.35636, 3.60591], [-0.21361, 4.29530, 4.23119], [-1.29863, 4.82997, 3.55493], [-1.59612, 4.42408, 2.25960], [-0.78937, 3.48873, 1.62639], [0.31620, 2.97623, 2.28757], [5.27892, 4.49043, -1.78547], [5.83317, 2.24331, -0.91159], [4.24874, 1.06629, 0.55816], [1.59073, 4.43721, 0.37809], [3.15863, 5.57644, -1.13901], [3.98172, 0.28190, 3.24234], [4.80764, 0.68464, 5.53020], [3.68866, 2.33699, 6.97731], [1.75426, 3.60785, 6.16603], [-0.00835, 4.61137, 5.24523], [-1.92517, 5.56248, 4.04509], [-2.45681, 4.83264, 1.74743], [-1.04616, 3.15503, 0.63004], [3.74293, -2.12414, 1.41970], [2.41336, -3.10189, 1.99107], [0.79881, -2.40859, 1.56964], [2.43227, -3.15982, 3.07303], [2.44883, -4.07597, 1.51764]],
  "mulliken_charge": [0.134, 0.222, -0.641, 0.869, 0.258, -0.700, -1.164, -0.164, 0.566, -0.212, -0.405, 0.517, -0.140, -1.031, -0.561, 0.211, 0.861, -0.657, 0.570, 0.545, 0.295, 0.364, 0.476, 0.575, 0.307, -0.791, 0.398, -0.544, -0.975, -0.511, 0.307, 0.884, -0.167, 0.539, 0.474, 0.538, -0.657, -0.690, -0.604, 0.728, -0.214, -0.755, 1.670, 0.257, -0.673, -0.743, -0.873, -0.753, 0.654, 1.232, -0.639, -0.871, -0.825, 0.245, -1.312, 0.441, 0.484, 0.401, 0.508, 0.460, 0.377, 0.460, 0.412, 0.439, 0.447, 0.441, 0.469, 0.069, -0.089, -0.536, -0.039, 0.393, 0.436],
  "relative_energy_kj_mol": 11.8,
  "lumo_energy_ev": [-6.89, -6.95],
  "charge": 2,
  "multiplicity": 4
}

Record 5
{
  "formula": "C4H8N2O",
  "method": "ωB97M-V with the def2-TZVPD basis set",
  "elements": ["C", "C", "C", "N", "O", "C", "N", "H", "H", "H", "H", "H", "H", "H", "H"],
  "positions_angstrom": [[0.04828, 0.12880, -0.24604], [0.20139, -1.18857, -0.99054], [1.26779, 1.03340, -0.27737], [-0.38894, -0.17012, 1.24907], [-1.11493, 0.80436, -0.57504], [-1.94836, 0.42180, 0.72115], [-3.03715, 0.43226, 1.12812], [-0.45228, -1.14951, 1.51282], [0.05456, 0.40693, 1.95876], [1.08132, 1.93407, 0.30713], [-0.69915, -1.79184, -0.87196], [1.07082, -1.74798, -0.64205], [0.31877, -0.97278, -2.05226], [1.43934, 1.33934, -1.30891], [2.15854, 0.51984, 0.08710]],
  "mulliken_charge": [1.269, -1.502, -1.539, -0.361, -0.448, 0.343, -0.593, 0.320, 0.302, 0.391, 0.383, 0.355, 0.361, 0.371, 0.347],
  "relative_energy_kj_mol": 347.3,
  "lumo_energy_ev": 0.37,
  "charge": 0
}

no.,E (eV)
1,-9347.0313
2,-93025.9250
3,-17753.0457
4,-235894.6644
5,-9302.7940